{
  "formula": "C31H29Ge2N3O2Pt",
  "method": "ωB97M-V/def2-TZVPD",
  "homo_ev": [-10.1, -10.1],
  "charge": 1,
  "e_above_lowest_kcal_mol": 42.0,
  "multiplicity": 2,
  "symbols": ["Pt", "Ge", "Ge", "O", "O", "N", "N", "N", "C", "C", "C", "C", "C", "C", "C", "C", "C", "C", "C", "C", "C", "C", "C", "C", "C", "C", "C", "C", "C", "C", "C", "C", "C", "C", "C", "C", "C", "C", "C", "H", "H", "H", "H", "H", "H", "H", "H", "H", "H", "H", "H", "H", "H", "H", "H", "H", "H", "H", "H", "H", "H", "H", "H", "H", "H", "H", "H", "H"],
  "positions_angstrom": [[-0.12780, 0.33560, -0.09010], [-0.04900, 2.69980, -0.09400], [-2.01340, 3.68240, -1.40610], [1.09000, 0.02960, 6.67510], [-1.16240, 0.29880, 6.59950], [0.00010, -0.41930, 1.91740], [-2.13340, -0.50900, 0.35610], [2.11050, -0.10970, 0.33560], [0.60080, 3.86560, 2.62090], [-2.35840, -0.50190, 1.68900], [4.44720, 0.04550, -0.07760], [-1.88630, 2.83750, -3.20400], [-1.17130, -0.44390, 2.55550], [1.19000, -0.07970, 3.92630], [3.75210, 4.30610, -1.36450], [-1.81280, 3.01800, 3.69710], [3.63790, -0.06560, 2.16510], [1.80630, 2.55500, -2.22500], [3.92670, 3.60550, -2.54790], [2.60100, 4.13750, -0.61230], [-3.78380, 3.23060, -0.61600], [4.70340, 0.03210, 1.28670], [3.13240, -0.04070, -0.50510], [-1.51140, 2.76980, 2.37120], [1.62160, 3.24110, -1.02450], [-1.73310, 5.64790, -1.45190], [-0.01020, -0.15490, 4.60230], [0.29300, 4.13680, 3.94290], [-3.65910, -0.49250, 2.19100], [-1.20780, -0.34960, 3.94720], [-0.03080, 0.09290, 6.23000], [2.94130, 2.73700, -2.98970], [2.34020, -0.12730, 1.66400], [-4.47900, -0.60830, -0.04870], [1.16260, -0.21900, 2.53770], [-4.73110, -0.54000, 1.31740], [-0.30330, 3.18730, 1.81100], [-3.16420, -0.58180, -0.48020], [-0.90660, 3.70640, 4.48750], [-3.91820, 2.15740, -0.52770], [2.89140, -0.05990, -1.55980], [-5.28300, -0.67680, -0.76150], [-2.78750, 3.06340, -3.76870], [4.82660, 3.74070, -3.12740], [0.98630, 4.69690, 4.54960], [-1.13750, 3.91070, 5.52100], [-0.77610, 5.87690, -1.91440], [5.71510, 0.08560, 1.66100], [1.54900, 4.19080, 2.21510], [1.03640, 1.85760, -2.55010], [-1.02800, 3.21280, -3.75610], [-2.74810, 2.68860, 4.12250], [-3.92880, 3.68660, 0.35710], [-5.74240, -0.52440, 1.69270], [-3.82930, -0.44310, 3.25220], [-2.23040, 2.24960, 1.74470], [-2.52520, 6.10360, -2.03970], [-1.75610, 6.07870, -0.45420], [4.51580, 4.99200, -1.03020], [-2.92390, -0.62690, -1.53460], [-1.79580, 1.75730, -3.10580], [5.24610, 0.11610, -0.79640], [2.09670, 0.11160, 4.47360], [3.81320, -0.10440, 3.22680], [-4.54320, 3.61930, -1.28900], [2.46920, 4.71090, 0.29460], [3.06290, 2.21400, -3.92700], [-2.12380, -0.38680, 4.51350]],
  "lowdin_charge": [0.931, 0.833, 0.772, 0.024, 0.015, 0.011, -0.019, 0.014, -0.103, -0.205, -0.018, -0.250, -0.210, 0.084, -0.065, -0.062, 0.032, -0.185, -0.064, -0.095, -0.226, -0.009, -0.113, -0.158, -0.350, -0.220, -0.036, -0.058, 0.030, 0.069, -0.706, -0.080, -0.189, -0.033, -0.191, -0.005, -0.349, -0.123, -0.042, -0.016, 0.116, 0.120, 0.020, 0.111, 0.113, 0.120, 0.018, 0.125, 0.085, 0.073, 0.015, 0.116, 0.018, 0.126, 0.124, 0.072, 0.026, 0.022, 0.112, 0.119, -0.002, 0.118, 0.122, 0.124, 0.026, 0.091, 0.112, 0.122]
}

=====

{
  "formula": "C31H29I2N4O4PS4Y",
  "method": "ωB97M-V/def2-TZVPD",
  "homo_ev": -4.6,
  "charge": -1,
  "e_above_lowest_kcal_mol": 0.0,
  "symbols": ["I", "I", "Y", "S", "S", "S", "S", "P", "O", "O", "O", "O", "N", "N", "N", "N", "C", "C", "C", "C", "C", "C", "C", "C", "C", "C", "C", "C", "C", "C", "C", "C", "C", "C", "C", "C", "C", "C", "C", "C", "C", "C", "C", "C", "C", "C", "C", "H", "H", "H", "H", "H", "H", "H", "H", "H", "H", "H", "H", "H", "H", "H", "H", "H", "H", "H", "H", "H", "H", "H", "H", "H", "H", "H", "H", "H"],
  "positions_angstrom": [[-0.40465, 5.67474, -2.72439], [-1.76886, 3.29750, -2.05343], [-0.56774, 1.41533, 0.44713], [-5.82327, 0.86002, -1.39140], [-5.95541, 1.60359, 1.43654], [-2.83898, 0.92061, -1.48113], [-3.01655, 1.87545, 1.77457], [-0.24911, -1.03879, -1.52950], [-0.01457, -0.60942, 1.33672], [2.04954, -0.72922, 2.32226], [-8.06779, 1.02390, -0.02936], [0.87348, 4.29613, 0.26415], [1.19110, 3.07116, 0.22817], [-0.10920, 1.92928, 2.92422], [1.61093, 0.56779, 0.37196], [-0.81759, 1.09515, 3.71287], [0.67250, 1.96070, 5.02992], [1.30401, -0.65163, -3.82400], [1.56936, -3.17390, -1.78526], [1.50951, -0.31760, -5.15337], [3.53236, 3.72054, -0.11276], [1.32229, -0.67979, 1.09557], [-4.34614, 1.48478, 0.73521], [2.57129, -4.02409, -1.35209], [3.15956, -3.80862, -0.11390], [-1.63124, -2.23945, -1.40079], [-6.86705, 1.11721, 0.00163], [0.42642, -0.17074, -6.00912], [-1.90067, -3.20220, -2.36735], [-3.48635, -3.06883, -0.09489], [0.01464, -0.85098, -3.33011], [-0.86082, -0.35409, -5.52393], [-3.75783, -4.01518, -1.07438], [4.05359, 0.82080, 0.68339], [1.74989, -1.88133, 0.24346], [2.75122, -2.74569, 0.67665], [-1.06719, -0.68782, -4.19346], [1.15043, -2.09883, -1.00126], [-1.07351, 0.27790, 6.03340], [2.45370, 2.70307, 0.07486], [-2.42808, -2.18850, -0.25740], [1.83893, 3.44412, 3.25666], [-2.95943, -4.08365, -2.20709], [-4.29412, 1.14573, -0.56635], [2.66909, 1.29787, 0.35714], [-0.39909, 1.09499, 4.98319], [0.81550, 2.46392, 3.72257], [0.58362, 0.09703, -7.04561], [3.93781, -4.47087, 0.24252], [2.88525, -4.85305, -1.97352], [-4.10692, -3.00781, 0.78955], [-4.59168, -4.69495, -0.95736], [4.03867, -0.19878, 1.05120], [4.40124, 3.29474, -0.61360], [-1.71034, -0.22512, -6.18123], [1.41202, 4.16448, 2.56171], [1.39226, -0.47654, 2.98192], [-1.28891, -3.25545, -3.26090], [-0.58726, 0.43025, 6.99419], [-1.64495, 0.64653, 3.33333], [3.20023, -2.57924, 1.64383], [2.14941, -0.75496, -3.15483], [2.51460, -0.16176, -5.52259], [4.66868, 0.87524, -0.21849], [2.65170, 2.93326, 2.73982], [1.10086, -3.33902, -2.74855], [-2.12208, 0.56304, 6.12559], [2.25733, 3.96982, 4.11347], [3.13146, 4.54066, -0.71012], [4.51645, 1.47011, 1.42831], [-2.21111, -1.45783, 0.51331], [1.26970, 2.21443, 5.88700], [-1.03410, -0.78409, 5.78965], [-2.07758, -0.80359, -3.82179], [-3.16838, -4.82272, -2.97006], [3.84791, 4.14428, 0.84772]],
  "lowdin_charge": [-0.160, 0.237, 1.114, 0.948, 0.943, 0.258, 0.486, 1.063, -0.288, 0.006, -0.087, -0.215, -0.230, -0.005, 0.011, -0.008, 0.012, -0.097, -0.091, -0.087, -0.039, -0.686, -1.166, -0.087, -0.081, -0.362, -1.048, -0.095, -0.099, -0.072, -0.369, -0.079, -0.092, 0.006, -0.114, -0.028, -0.114, -0.276, -0.016, -0.316, -0.108, -0.017, -0.088, -1.135, -0.274, -0.303, -0.312, 0.097, 0.098, 0.098, 0.105, 0.097, 0.064, 0.070, 0.102, 0.070, 0.088, 0.098, 0.077, 0.063, 0.108, 0.104, 0.099, 0.091, 0.068, 0.101, 0.084, 0.080, 0.076, 0.089, 0.083, 0.105, 0.082, 0.085, 0.098, 0.078]
}

=====

{
  "formula": "C31H29KN7O2PS",
  "method": "ωB97M-V/def2-TZVPD",
  "homo_ev": -6.9,
  "charge": 0,
  "e_above_lowest_kcal_mol": 3.8,
  "symbols": ["K", "S", "P", "O", "O", "N", "N", "N", "N", "N", "N", "N", "C", "C", "C", "C", "C", "C", "C", "C", "C", "C", "C", "C", "C", "C", "C", "C", "C", "C", "C", "C", "C", "C", "C", "C", "C", "C", "C", "C", "C", "C", "C", "H", "H", "H", "H", "H", "H", "H", "H", "H", "H", "H", "H", "H", "H", "H", "H", "H", "H", "H", "H", "H", "H", "H", "H", "H", "H", "H", "H", "H"],
  "positions_angstrom": [[1.05009, 0.34809, 1.26892], [6.09976, -1.10044, 1.66744], [-0.55231, -3.03733, -0.77702], [-5.14266, 2.82953, 4.43470], [-5.17091, 4.35380, 2.75211], [3.13786, 0.10095, -0.77258], [-1.78395, -0.78241, -1.94121], [-0.93195, 2.10973, -1.28815], [-2.20745, -2.88519, -3.05287], [-1.50241, 1.27055, 1.38855], [-0.01727, -1.84664, -3.24442], [-0.97294, -1.37210, 2.39631], [-3.58382, 2.61775, 2.68464], [-1.98814, 0.84566, 2.56708], [4.17894, -0.87202, 3.33141], [-0.78061, 4.86895, -1.65608], [-1.13456, -0.38824, 4.56432], [-2.79305, -1.63952, -2.66824], [3.57463, -0.44623, 2.09977], [-0.40113, -2.43481, 2.96399], [-0.56366, -0.60108, -2.82799], [0.63133, -2.55479, -2.13499], [-1.41773, 2.94960, -0.36218], [-1.34329, -0.35908, 3.18717], [5.49192, -0.07697, -1.14377], [-2.01738, 2.40249, 0.88285], [-3.05774, 3.08546, 1.49214], [4.07708, 0.59685, -2.93835], [-0.53522, -1.49230, 5.13885], [3.03125, 0.48073, -2.04818], [-3.01978, 1.48537, 3.24194], [5.48679, -1.25184, 3.24849], [-1.35938, 4.33367, -0.52433], [-4.77194, 3.35872, 3.37719], [-0.37054, 2.64872, -2.37501], [4.51297, -0.53012, 1.10675], [-1.39695, -1.39022, -0.62293], [-0.16088, -2.54804, 4.32136], [-1.87181, -3.73732, -1.90828], [4.37167, -0.16740, -0.29412], [-1.04206, -2.64590, -3.90273], [-0.26500, 4.00581, -2.61046], [5.34800, 0.29683, -2.45580], [-0.89549, -0.01455, -3.68642], [-0.35295, -1.52415, 6.20426], [3.90857, 0.91041, -3.95864], [-3.11338, -1.08348, -3.55113], [0.31899, -3.43169, 4.71579], [6.21340, 0.36998, -3.10234], [2.02641, 0.71952, -2.38673], [-1.42609, 0.46057, 5.16712], [-3.42503, 1.12323, 4.17765], [-1.74384, 4.97793, 0.25441], [-1.37221, -2.12044, -4.80175], [6.47241, -0.28984, -0.74252], [0.02659, 1.95476, -3.10880], [-0.81709, -0.62893, -0.10780], [-2.77476, -3.92282, -1.32155], [3.65250, -0.90294, 4.27852], [-2.12895, 0.16410, -1.73411], [6.13099, -1.60992, 4.03771], [-3.51365, 3.97430, 1.07164], [-0.11076, -3.23463, 2.29194], [-1.53322, -4.70473, -2.28488], [-0.61490, -3.60383, -4.19594], [1.10715, -3.45738, -2.52177], [0.21258, 4.36527, -3.51025], [0.15145, -0.03683, -2.23387], [-0.72116, 5.94114, -1.78670], [-3.63951, -1.79070, -1.99848], [1.42355, -1.92569, -1.71362], [-2.29737, -1.50796, -0.01803]],
  "lowdin_charge": [0.715, 0.948, 1.069, -0.028, -0.033, 0.054, -0.067, 0.110, -0.149, 0.071, -0.138, 0.063, -0.072, -0.214, -0.274, -0.040, -0.001, -0.114, -0.244, -0.143, -0.149, -0.304, -0.204, -0.249, -0.049, -0.217, 0.043, -0.083, -0.040, -0.179, 0.051, -0.469, 0.004, -0.690, -0.147, -0.562, -0.300, -0.046, -0.320, -0.306, -0.165, -0.051, -0.073, 0.141, 0.115, 0.095, 0.145, 0.109, 0.107, 0.071, 0.123, 0.125, 0.123, 0.136, 0.074, 0.084, 0.013, 0.092, 0.069, 0.156, 0.051, 0.120, 0.080, 0.090, 0.136, 0.095, 0.108, 0.092, 0.116, 0.145, 0.078, 0.100]
}

=====

- Which value of charge does entry 2 give?
  -1

=====

- Look up the charge of the third one.
  0

=====

- The lowest charge belongs to which entry?
  C31H29I2N4O4PS4Y